(1)
DFT (the ωB97M-V functional and the def2-TZVPD basis) results for a structure of composition C25H33N3O6S.

E in a.u.: -1985.427849
Energy above the lowest of the compared OMol25 structures with the same formula, charge and spin in kcal per mole: 599.49

The geometry in XYZ format:
```
68
Properties=species:S:1:pos:R:3:forces:R:3:mulliken_charge:R:1
S 3.68617 -1.42694 -1.62419 7.074 -5.957 11.666 1.539
O -3.00100 -3.87563 1.91371 -5.016 -4.543 3.596 -0.490
O -1.15085 1.69362 0.82973 1.386 -2.704 -1.537 -0.600
O -3.52842 2.17227 -0.51260 10.927 -4.717 0.538 -0.268
O 5.10267 -1.95946 -0.88627 -5.937 3.083 -2.564 -0.772
O -5.32297 -0.16022 -0.80791 10.364 9.830 1.440 -0.203
O 3.55702 -1.79567 -2.87492 -0.543 -3.415 -13.109 -0.736
N -0.87333 -3.45340 1.24367 -2.668 -5.910 5.386 -0.186
N 3.47433 0.09031 -1.63483 1.259 4.104 -4.959 0.052
N 3.23652 0.11129 0.49113 -4.425 -7.011 16.183 0.623
C 0.09097 1.51788 -1.16038 3.690 -1.499 -12.935 -1.134
C 5.74770 1.85745 1.80951 -1.664 5.383 0.331 -0.695
C 1.51335 -3.26641 0.90719 -0.771 -1.072 6.734 -0.572
C -5.98603 -1.88544 -1.95298 -2.140 -3.341 -1.898 -1.215
C -2.26591 -3.15922 1.45755 7.809 7.692 -7.146 -0.124
C -6.15439 -1.02009 -0.82097 -12.009 -4.891 -1.533 -0.648
C 2.36897 -2.25556 -0.82924 1.134 2.872 -1.889 0.088
C 1.12452 -2.18771 -1.41534 3.701 1.406 0.118 -1.097
C 5.71129 2.19355 0.14430 -2.193 -0.511 5.100 -1.073
C 5.08036 0.59374 2.32215 -0.189 1.708 -1.007 -0.745
C -4.53873 4.23882 -0.39988 -6.192 -8.131 -2.422 -2.310
C -2.50151 -1.73691 0.73080 -1.039 -3.671 4.072 -0.104
C 3.67688 0.47497 1.89238 -4.859 2.895 0.965 -1.030
C 2.62770 -2.60714 0.42357 -2.843 -4.017 1.209 -0.769
C 0.07290 -2.48113 -0.68280 -4.805 0.244 -4.733 0.590
C -1.90594 0.51571 0.55435 -5.890 10.113 -2.223 0.357
C 4.32242 2.16792 -0.45962 0.649 -1.847 -0.389 -0.488
C -4.70447 2.45663 -0.54360 -8.505 9.353 8.354 -0.398
C 3.66327 0.59304 -0.40695 7.161 13.623 -11.214 -0.635
C -3.83728 -1.65126 0.49710 1.350 6.183 -2.548 -0.990
C 0.14941 1.51942 0.11420 1.560 -2.238 12.877 0.307
C -3.27584 1.00405 0.02668 2.054 -9.917 1.535 -0.453
C 0.16949 -3.12869 0.43013 2.937 -1.456 5.171 -0.080
C -1.63604 -0.68122 0.89044 4.320 -3.774 2.586 0.447
C -4.18465 -0.35096 -0.05208 1.369 3.818 -0.583 0.763
H 3.56877 -2.85787 0.78997 1.563 0.572 0.774 0.684
H 5.52390 -0.21068 1.80543 1.457 -1.617 0.474 0.341
H -7.19480 -0.50411 -0.98061 1.074 -0.775 0.614 0.264
H -0.58284 -0.69479 1.41406 -2.149 -0.844 -1.024 0.265
H 3.09037 -0.11491 2.57615 0.234 -1.360 -0.084 0.652
H 0.80447 0.68580 0.62697 -1.751 0.495 -1.125 -0.459
H 6.74713 2.01884 2.28550 -0.582 -0.332 -0.902 0.361
H -0.35692 0.65881 -1.57275 -0.933 -1.117 -0.706 0.258
H 0.70626 2.25424 0.52998 1.531 3.165 1.026 0.505
H 1.60747 -3.73596 2.30362 -0.346 1.221 -4.597 0.059
H 4.55978 2.57352 -1.52499 -1.579 -0.562 1.661 0.389
H -5.03985 -2.29945 -1.80994 1.618 -1.432 -0.359 0.347
H -5.32629 2.26724 0.53498 1.293 -0.202 -3.244 0.261
H 3.14027 1.47871 2.34983 0.994 -1.428 -1.984 0.331
H 6.12152 1.32236 -0.09790 2.764 -3.177 -2.139 0.339
H 1.22971 1.50123 -1.91184 -2.982 -0.018 2.949 0.133
H 1.10313 -1.62324 -2.27892 -0.547 0.601 -2.075 0.592
H 3.99936 0.54171 -2.56007 -1.853 -1.434 3.333 0.425
H -5.16348 2.41785 -1.38941 -3.445 -1.191 -5.026 0.672
H -0.86753 -4.41538 1.97037 1.282 3.303 -2.965 0.301
H -5.97743 -1.36746 -2.87461 0.124 0.950 -0.906 0.383
H 5.00424 0.68523 3.42205 0.744 -0.848 -0.531 0.305
H -6.22703 -1.52530 0.06550 -0.559 -1.753 2.507 0.632
H 5.08336 2.94638 2.36841 1.713 -3.241 -1.533 0.214
H 3.70186 2.69825 0.25989 -0.587 0.686 -0.869 0.250
H -5.49865 4.46822 -0.40104 -4.137 2.070 0.105 0.557
H -4.06614 4.42502 -1.18772 3.613 1.930 -6.891 0.656
H -4.39561 -2.47601 0.31066 -1.807 -2.234 -0.032 0.722
H -4.02787 4.45162 0.32185 5.260 2.138 8.566 0.700
H -0.89578 -2.42864 -1.19545 0.167 0.362 0.458 0.429
H -6.80216 -2.68021 -2.11875 1.318 0.921 0.690 0.309
H 6.24037 3.06765 -0.06695 0.997 1.158 -0.252 0.577
H -0.31817 2.35374 -1.57831 -1.545 2.306 -1.088 0.593
```
Forces are in eV/Å.

***

(2)
DFT (the ωB97M-V functional and the def2-TZVPD basis) results for the molecule C25H33N5O2.

E in a.u.: -1396.680281
Energy above the lowest of the compared OMol25 structures with the same formula, charge and spin in kcal per mole: 38.37
SMILES string: COc1ccc(CN2CCN(CCc3ccccc3)[C@H](CCO)C2)cc1Cn1cncn1

The geometry in XYZ format:
```
65
Properties=species:S:1:pos:R:3:forces:R:3:mulliken_charge:R:1
O -1.62059 3.10691 -1.90574 -0.195 -0.339 -0.271 -0.526
O -1.27698 -4.09191 -0.41333 -0.174 0.382 -0.125 -0.463
N -1.70519 -0.91431 -2.90400 0.552 0.530 -0.218 1.043
N -0.83859 0.93495 -3.65846 0.447 0.250 -0.051 -0.817
N -2.21291 1.76796 2.20390 -0.026 0.019 -0.001 0.402
N 0.61339 1.63269 1.61390 -0.133 0.099 0.150 0.035
N -2.64375 -0.36979 -3.68277 -0.894 -0.183 -0.237 -1.043
C 5.13755 -0.07779 -1.69567 0.071 0.037 -0.084 -0.735
C 6.00344 -0.80500 -0.89702 0.101 -0.018 -0.029 -0.423
C 0.32829 3.02360 -0.39586 -0.445 -0.098 -0.111 -0.825
C -2.09224 0.73441 -4.12013 0.110 -0.178 0.159 -0.210
C 0.00436 0.71857 2.56478 -0.162 -0.012 0.142 0.051
C -2.53491 -0.70209 -0.16073 0.000 -0.193 0.146 0.456
C -2.06685 -1.89530 -0.68356 0.117 -0.201 -0.063 0.479
C -0.62656 -0.11890 -2.90136 -0.142 -0.073 -0.055 -0.157
C -0.92097 -5.17828 0.40725 0.078 -0.221 0.129 -0.962
C -3.19455 0.78572 1.78370 0.001 0.071 0.128 -1.938
C -0.32075 1.99520 0.54663 -0.101 0.306 -0.084 2.744
C -1.91748 -2.78750 1.54687 0.125 -0.292 -0.031 -0.656
C 5.55390 -1.32325 0.30551 0.102 -0.039 0.043 -0.700
C 3.83065 0.12942 -1.29310 -0.025 -0.016 0.039 -0.138
C 1.96760 -0.12331 0.36698 -0.021 0.318 0.228 1.511
C 3.36779 -0.38875 -0.08928 -0.060 -0.106 -0.041 0.000
C -1.74074 -2.95142 0.17987 -0.050 0.206 -0.030 0.594
C 1.92315 1.18478 1.19342 -0.022 -0.097 -0.122 -1.236
C 4.24654 -1.11487 0.70567 -0.049 0.026 -0.014 -0.286
C -2.69736 -0.52374 1.20935 -0.132 -0.124 0.083 0.485
C -2.40098 -1.59036 2.04579 -0.136 0.148 -0.206 -0.828
C -0.65441 3.86302 -1.22394 0.380 0.144 0.197 -1.046
C -1.58902 2.58693 1.19286 0.096 -0.064 -0.197 -1.910
C -1.93141 -2.12531 -2.17148 -0.064 -0.602 0.353 -1.214
C -1.23839 1.36119 3.18687 0.174 -0.136 0.000 -1.474
H -0.07159 4.47012 -1.93269 -0.084 0.025 0.144 0.408
H 7.02378 -0.96834 -1.21093 0.077 -0.014 -0.026 0.376
H -1.70012 0.67588 3.89957 -0.016 -0.001 0.066 0.492
H -2.58864 1.41634 -4.77783 -0.204 0.127 -0.153 0.463
H 3.89947 -1.52214 1.64506 -0.052 -0.051 0.100 0.407
H -0.56956 -5.95424 -0.27097 -0.015 0.019 0.096 0.264
H -1.10985 -2.82545 -2.35144 -0.174 0.118 -0.084 0.520
H -3.83650 1.27843 1.04914 -0.054 -0.042 0.063 0.508
H -1.21217 4.54626 -0.58008 0.104 0.019 -0.017 0.433
H -0.92515 2.26393 3.72350 0.062 -0.085 0.082 0.380
H 0.92357 3.71313 0.20502 0.128 0.018 0.026 0.433
H -2.79524 0.10589 -0.83049 0.002 0.127 -0.127 0.478
H -1.30629 3.52707 1.68089 0.060 0.091 -0.111 0.146
H 0.27554 -0.33919 -2.36868 0.185 -0.103 0.203 0.635
H -0.27565 -0.23737 2.09369 0.118 0.084 0.100 -0.136
H 3.15992 0.69773 -1.92299 -0.098 0.068 -0.066 0.322
H -0.11639 -4.91312 1.10048 -0.046 0.004 -0.020 0.359
H -2.32076 2.79427 0.41322 0.009 0.068 -0.010 0.542
H 1.30742 -0.01235 -0.49433 -0.062 -0.064 -0.016 -1.312
H -1.17451 2.54837 -2.56304 -0.038 0.054 0.072 0.409
H -2.54636 -1.49138 3.11171 -0.019 0.027 0.128 0.366
H -0.62051 1.10468 -0.03600 0.037 0.108 0.032 -0.953
H 0.99481 2.50390 -1.08811 0.149 0.038 -0.012 0.134
H 5.48106 0.32861 -2.63580 0.028 0.030 -0.076 0.396
H -2.85410 -2.56435 -2.56335 0.208 0.030 -0.057 0.208
H 1.60324 -0.95212 0.97693 -0.060 -0.031 -0.071 0.472
H -1.78031 -5.55396 0.97116 0.037 0.030 -0.010 0.351
H 6.22440 -1.89232 0.93315 0.052 -0.044 0.046 0.382
H -1.69217 -3.58838 2.23299 0.035 -0.103 0.035 0.464
H 2.39622 1.97886 0.61376 0.085 -0.041 0.019 0.359
H 2.52138 1.04380 2.09908 0.063 0.027 -0.072 0.409
H 0.73537 0.51331 3.35186 0.006 -0.049 0.010 0.613
H -3.80237 0.56063 2.66861 -0.050 -0.026 -0.123 0.457
```
Forces are in eV/Å.

***

- E of number 2 (C25H33N5O2)?
  -1396.680281 a.u.

***

- The highest E belongs to which entry?
  C25H33N5O2

***

- The lowest energy above the lowest of the compared OMol25 structures with the same formula, charge and spin belongs to which entry?
  C25H33N5O2